(1)
{
  "formula": "C12H14CuN2O4",
  "method": "ωB97M-V/def2-TZVPD",
  "elements": ["Cu", "O", "C", "O", "C", "O", "N", "C", "C", "H", "H", "H", "H", "C", "C", "H", "H", "H", "O", "C", "C", "C", "C", "C", "C", "N", "H", "H", "H", "H", "H", "H", "H"],
  "coordinates": [[-0.8768, 0.1013, 0.3646], [1.7181, -0.0376, -0.0231], [2.3330, 0.5917, -0.8962], [-0.5760, 0.9082, -1.2679], [0.2769, 1.0730, -2.1617], [-0.1095, 1.3755, -3.3876], [1.6491, 1.0616, -2.0571], [1.0607, 1.7609, -4.1727], [2.2692, 1.6107, -3.2857], [0.9229, 2.8005, -4.4637], [1.1155, 1.1151, -5.0572], [2.7475, 2.5807, -3.0791], [3.0110, 0.9156, -3.6887], [3.7532, 0.8888, -0.9058], [4.6228, 0.2933, -0.0662], [4.0903, 1.6423, -1.6281], [4.3061, -0.4708, 0.6402], [5.6698, 0.5740, -0.0992], [-0.7308, -1.9881, 0.3912], [-1.3396, -2.6010, 1.5463], [-2.2837, -1.6091, 2.1265], [-3.1645, -1.9616, 3.1496], [-3.9920, -0.9909, 3.6964], [-3.8848, 0.3237, 3.2321], [-2.9644, 0.6209, 2.2194], [-2.1446, -0.3286, 1.6969], [0.1386, -2.3685, 0.1806], [-1.8624, -3.5065, 1.2210], [-0.6054, -2.8670, 2.3158], [-3.1345, -2.9928, 3.4975], [-4.6967, -1.2526, 4.4832], [-4.4828, 1.1129, 3.6683], [-2.8363, 1.6242, 1.8107]],
  "atomic_forces_ev_per_a": [[0.074, -1.058, -0.091], [0.241, 0.828, -0.868], [-0.930, -0.698, 0.306], [0.560, -0.087, -0.726], [0.250, 0.475, -0.834], [0.555, -0.042, 1.088], [-0.660, -0.197, 0.880], [-0.348, 0.134, -1.125], [0.502, -0.114, 0.723], [-0.196, -0.163, -0.132], [-0.257, 0.224, 0.285], [-0.177, -0.393, -0.021], [-0.157, 0.111, 0.123], [0.933, 0.091, 0.301], [-0.627, 0.363, -0.511], [-0.015, -0.415, 0.441], [0.042, 0.176, -0.115], [-0.079, -0.128, 0.062], [0.542, 0.503, -0.075], [0.089, -0.386, -0.171], [0.030, 0.647, 0.498], [0.382, 0.107, -0.581], [0.251, 0.122, -0.112], [0.519, 0.019, -0.598], [-0.145, -0.301, 0.543], [-1.006, -0.142, 0.879], [-0.251, 0.000, 0.131], [0.066, 0.134, 0.089], [0.114, 0.016, -0.296], [-0.294, 0.225, -0.053], [0.163, 0.126, -0.135], [-0.011, -0.004, -0.175], [-0.159, -0.173, 0.271]],
  "lumo_ev": [-6.581, -9.816],
  "homo_ev": [-16.572, -16.568],
  "multiplicity": 2,
  "gap_ev": [10.0, 6.8],
  "total_charge": 2
}



(2)
{
  "formula": "C7H7NO",
  "method": "ωB97M-V/def2-TZVPD",
  "elements": ["C", "N", "O", "H", "C", "C", "C", "C", "C", "C", "H", "H", "H", "H", "H", "H"],
  "coordinates": [[-1.9572, 1.9083, -1.1378], [-3.0463, 1.5694, -0.9587], [-4.1900, 1.3683, -0.7573], [-0.9241, 1.9094, -1.3028], [1.7357, -1.2791, -0.4298], [2.1641, -0.1524, 0.2535], [1.2730, 0.5614, 1.0360], [-0.0433, 0.1423, 1.1338], [-0.4778, -0.9713, 0.4363], [0.4137, -1.6850, -0.3456], [2.4335, -1.8422, -1.0318], [3.1942, 0.1625, 0.1737], [1.5974, 1.4420, 1.5706], [-0.7394, 0.6988, 1.7456], [-1.5130, -1.2755, 0.5039], [0.0794, -2.5569, -0.8896]],
  "atomic_forces_ev_per_a": [[-0.545, -0.327, 0.037], [1.434, 0.865, -0.185], [-1.581, -0.573, 0.248], [0.711, 0.018, -0.101], [0.049, -0.043, -0.068], [0.117, -0.033, -0.059], [-0.010, 0.051, 0.046], [-0.134, 0.186, 0.084], [-0.125, -0.040, 0.028], [-0.009, -0.085, -0.063], [0.061, -0.033, -0.063], [0.080, 0.041, 0.014], [0.060, 0.056, 0.057], [-0.049, 0.024, 0.047], [-0.044, -0.052, 0.003], [-0.014, -0.056, -0.025]],
  "lumo_ev": 0.879,
  "smiles": "C#[N+][O-].c1ccccc1",
  "homo_ev": -9.597,
  "gap_ev": 10.5
}